{"formula": "C23H39N3OS4Si2Y", "method": "the ωB97M-V functional and the def2-TZVPD basis", "elements": ["H", "C", "H", "N", "Si", "H", "H", "C", "H", "H", "H", "H", "H", "C", "C", "H", "H", "C", "H", "H", "S", "C", "C", "Y", "H", "H", "H", "S", "N", "C", "C", "C", "C", "H", "H", "H", "C", "H", "C", "H", "H", "H", "H", "N", "H", "H", "C", "C", "C", "H", "H", "O", "Si", "H", "H", "C", "H", "H", "H", "H", "H", "S", "C", "H", "H", "C", "H", "C", "S", "C", "C", "H", "C"], "coordinates": [[4.164153, 0.599837, -2.515284], [-1.520696, -0.325020, -4.626743], [3.130797, 2.779521, -3.073537], [0.000930, -1.714640, -3.391354], [0.201955, -2.425297, 0.799840], [-1.468009, -0.939563, -5.511638], [2.536847, 3.086056, 0.082100], [3.389794, 1.016135, -1.870143], [-2.584019, -6.258916, 2.372756], [-0.013728, 2.327900, 3.470211], [-4.784371, -0.242935, 2.269935], [-4.751782, -2.617386, 1.851389], [0.128050, -3.694862, -1.376268], [0.634515, 2.918516, 2.819692], [2.009344, 2.265400, 2.703323], [-0.530773, -5.148506, 1.639603], [1.114120, 4.971665, 1.075225], [2.523762, 1.967214, -2.672509], [0.978236, -4.644731, -0.183531], [2.373143, -2.646623, 2.206338], [1.101474, 2.656850, -1.793718], [-0.780683, -0.643740, -3.456590], [1.844550, 3.685860, -0.505429], [-0.218430, 0.423408, -0.076082], [3.905306, 1.207121, 0.983534], [0.016788, 4.798014, -0.283605], [0.965779, -2.248445, 3.186331], [-0.306365, 3.068084, 1.274477], [-2.426421, 1.529960, -3.473324], [-1.448935, -3.221641, 1.317130], [-3.814504, -3.162723, 1.800473], [-3.799723, 0.214494, 2.138517], [-2.653402, -2.505192, 1.374378], [-2.809160, 3.539425, -3.030431], [0.430850, -1.978139, -2.513644], [0.724006, 3.909193, 3.265207], [-3.799201, -4.499577, 2.161020], [2.440801, 2.160946, 3.698921], [0.854905, -3.625817, -0.559876], [-3.292614, 0.186776, 3.106113], [-2.946399, 1.049070, -5.416918], [-4.709353, -4.985887, 2.489763], [-4.142865, 2.435059, -2.671573], [-0.853353, 0.151072, -2.379439], [4.466316, -0.993286, -0.106494], [4.108697, -0.087661, 2.161844], [-2.330621, 0.755093, -4.578349], [3.453316, -0.787120, 0.240617], [-3.347403, 2.661946, -3.379019], [1.190565, -3.882409, 2.578344], [0.025441, -2.373325, -4.150269], [-1.779258, 1.881688, -1.317576], [-2.762688, -0.692302, 0.825554], [-3.956293, 1.262969, 1.872308], [3.030482, -1.718663, 0.609251], [1.300960, -2.825835, 2.321263], [2.692474, 2.866191, 2.103326], [-4.834750, -1.241506, -0.516592], [-3.770699, 2.854000, -4.360714], [3.884465, 1.541974, -1.054596], [2.391178, 4.510343, -0.966171], [2.418502, -0.364682, -1.179696], [-3.893768, -0.724805, -0.725317], [2.070734, 1.455934, -3.524786], [1.820520, -3.321595, -0.980144], [3.483816, 0.266615, 1.341883], [-3.414911, -1.250756, -1.558619], [-1.686768, 1.208612, -2.354854], [1.820695, 0.613515, 1.974970], [0.719323, 4.257506, 0.352093], [-2.608430, -5.212091, 2.095978], [-4.140341, 0.290882, -1.052700], [-1.451601, -4.574839, 1.679711]], "forces_ev_per_angstrom": [[0.0162, 0.0150, 0.0053], [-0.0404, -0.0864, -0.1262], [-0.0127, 0.0161, 0.0061], [0.0270, -0.0074, -0.0049], [0.0746, 0.0031, -0.2284], [-0.0023, 0.0041, -0.0002], [0.0098, 0.0149, 0.0162], [-0.0201, -0.0857, 0.0520], [-0.0003, -0.0009, 0.0007], [0.0124, 0.0039, 0.0130], [-0.0025, 0.0021, 0.0046], [-0.0103, -0.0096, 0.0029], [-0.0054, -0.0217, -0.0004], [0.0355, -0.1262, -0.0350], [-0.0716, 0.0066, -0.0197], [-0.0005, -0.0041, 0.0039], [0.0122, -0.0058, 0.0076], [-0.0512, 0.0401, 0.0171], [0.0103, 0.0027, 0.0301], [0.0006, 0.0250, 0.0057], [-0.0071, -0.0287, -0.0059], [-0.0440, 0.1463, 0.2395], [-0.0210, -0.0229, -0.0357], [0.2571, 0.2638, 0.2786], [0.0271, -0.0074, 0.0096], [0.0154, 0.0250, 0.0067], [0.0052, -0.0003, 0.0060], [0.1174, 0.0795, 0.1248], [0.0105, 0.0065, 0.1218], [0.0455, 0.0169, -0.0186], [0.0403, -0.0315, 0.0037], [0.0182, -0.0613, -0.0218], [-0.0915, 0.0636, -0.0545], [0.0057, -0.0031, -0.0119], [0.0006, -0.0223, -0.0121], [-0.0008, 0.0116, -0.0105], [-0.0329, 0.0378, -0.0045], [0.0006, 0.0139, 0.0022], [0.0090, 0.0228, 0.0687], [-0.0174, 0.0119, 0.0096], [0.0005, 0.0063, -0.0003], [0.0037, -0.0088, 0.0011], [0.0156, -0.0128, 0.0044], [0.2273, -0.6168, -0.4812], [0.0064, 0.0351, -0.0090], [-0.0106, -0.0214, -0.0015], [-0.0015, -0.0050, -0.0226], [-0.0807, 0.0033, 0.0338], [-0.0547, 0.0581, 0.0290], [-0.0208, -0.0040, -0.0132], [0.0120, -0.0191, 0.0183], [-0.0431, -0.0626, -0.0397], [0.1818, 0.2105, -0.0009], [0.0130, 0.0023, -0.0213], [0.0314, -0.0200, 0.0088], [-0.0444, 0.0340, -0.0187], [-0.0136, 0.0195, -0.0069], [-0.0011, -0.0022, 0.0043], [0.0181, -0.0278, -0.0138], [-0.0107, 0.0245, -0.0073], [0.0164, -0.0194, -0.0214], [0.0675, 0.0628, -0.0001], [0.0414, 0.0024, 0.0067], [0.0276, -0.0161, -0.0033], [0.0002, -0.0057, -0.0237], [-0.0142, -0.0034, -0.0358], [-0.0148, -0.0095, -0.0009], [-0.4877, 0.3116, -0.0025], [-0.0999, -0.1538, 0.2112], [-0.0726, -0.0501, -0.0500], [0.0267, -0.0159, -0.0021], [0.0045, 0.0004, 0.0142], [-0.0428, -0.0043, -0.0019]], "lowdin_charge": [0.092, 0.022, 0.092, 0.216, 0.497, 0.121, 0.048, -0.483, 0.101, 0.085, 0.017, 0.093, 0.006, -0.504, -0.486, 0.089, 0.093, -0.499, 0.023, 0.000, 0.893, -0.341, -0.486, 0.814, 0.064, 0.080, 0.018, 0.852, -0.018, -0.337, -0.110, -0.255, -0.336, 0.102, 0.051, 0.090, -0.089, 0.093, -0.264, 0.015, 0.144, 0.101, 0.104, 0.070, 0.100, 0.098, -0.008, -0.501, 0.024, 0.022, 0.132, -0.126, 0.511, 0.011, 0.030, -0.250, 0.068, 0.026, 0.099, 0.066, 0.098, 0.808, -0.240, 0.077, -0.004, -0.468, 0.008, -0.597, 0.830, -0.490, -0.088, 0.003, -0.117], "de_lowest_kcal_mol": 23.3, "homo_ev": -8.50, "total_energy_ha": -3349.32030, "max_force_ev_per_a": 0.815, "total_charge": 1, "gap_ev": 5.8}